103
Properties=species:S:1:pos:R:3:forces:R:3 method="wB97M-V/def2-TZVPD" homo_lumo_gap_ev=10.11 smiles="CCCCCCCCC[C@]1(COCC)COS(=O)(=O)O1.ClC(Cl)Cl.ClC(Cl)Cl.ClC(Cl)Cl.ClC(Cl)Cl.ClC(Cl)Cl.ClC(Cl)Cl.ClC(Cl)Cl.ClC(Cl)Cl.ClC(Cl)Cl.ClC(Cl)Cl.ClC(Cl)Cl" homo_energy_ev=-9.918 lumo_ev=0.1916
Cl -10.8758 0.4431 -2.8209 -0.05 0.00 -0.03
Cl -4.7377 1.2184 -2.6897 0.10 -0.01 -0.05
Cl -0.4226 6.8206 6.9444 0.00 0.00 0.00
Cl -12.8704 2.2377 -1.7005 0.01 0.00 0.00
Cl 8.0357 -4.0926 -5.8854 0.00 -0.01 -0.02
Cl 1.1277 1.9613 -4.6472 0.01 0.00 0.01
Cl -3.2091 4.7998 2.0551 -0.01 0.09 -0.01
Cl -1.2482 6.1508 4.2426 0.02 0.02 0.06
Cl -2.5415 -2.4075 -5.2616 0.11 -0.05 0.02
Cl 3.7793 -7.6848 -4.0448 -0.20 0.02 0.11
Cl -5.7305 3.4766 2.6140 -0.03 0.03 0.00
Cl -6.4106 3.4142 -5.4278 0.02 0.10 -0.12
Cl -4.1926 2.7726 0.2634 -0.13 0.13 -0.05
Cl 6.6742 -6.4124 -4.7761 0.14 0.08 -0.06
Cl 4.3309 -3.8487 -2.2196 -0.13 -0.01 0.09
Cl -5.8023 -0.7415 -4.5554 0.01 0.03 0.01
Cl 4.2180 -2.4693 -4.7725 0.04 0.01 -0.02
Cl 1.3097 -6.4527 -3.1088 0.10 -0.02 0.11
Cl -7.8440 4.0260 -2.9807 0.02 -0.03 -0.05
Cl 1.2829 5.1684 5.2682 0.02 -0.01 0.00
Cl -5.1969 5.1407 -3.4331 0.00 0.00 0.00
Cl 6.1325 -0.3504 7.3436 0.01 0.02 0.01
Cl -1.0733 -3.3837 -7.5764 0.02 0.01 0.03
Cl 0.0168 0.2775 -6.7403 -0.01 0.00 -0.01
Cl 3.9848 -1.8540 6.0937 -0.06 0.02 0.10
Cl -10.0840 2.4750 -0.9048 -0.02 0.00 0.07
Cl -0.6099 -4.5871 -4.9683 -0.07 0.13 -0.08
Cl 6.5368 -3.1353 6.6213 0.00 0.00 0.00
Cl -1.6173 1.0298 -4.4582 -0.05 0.03 0.02
Cl -7.3277 0.0092 -2.1930 0.05 -0.02 0.00
Cl 2.5130 -1.6152 -2.5782 -0.08 -0.03 -0.07
Cl 7.5491 -4.2653 -3.0312 0.18 0.00 -0.01
Cl 1.2173 -8.9553 -4.5716 -0.01 -0.02 -0.02
S 0.7349 -1.4296 3.6576 -0.19 0.00 -0.09
O -0.1839 -2.5129 3.6242 0.15 -0.02 0.02
O -2.4160 -0.5399 2.6044 -0.28 0.33 -0.03
O 0.4897 -0.5328 4.9318 -0.14 0.16 0.33
O 2.1315 -1.6583 3.5389 -0.13 -0.11 0.06
O 0.2984 -0.3281 2.6110 -0.14 0.08 -0.45
C 2.1463 -7.9739 -3.4419 0.04 -0.01 -0.06
C 2.3547 1.8316 0.5542 0.04 -0.14 0.30
C 3.3069 -2.9888 -3.3581 -0.03 0.00 -0.01
C -0.6301 0.3475 4.6778 0.24 -0.22 0.23
C 5.3674 -1.9338 7.1750 -0.02 -0.01 0.00
C 0.3222 2.0404 3.0524 0.13 -0.12 0.00
C 4.6562 -0.4346 1.9453 0.34 -0.10 0.11
C -11.3663 1.3685 -1.4055 0.02 -0.01 0.00
C 4.3455 0.6236 -0.4299 0.02 0.09 0.15
C 4.9184 -0.5148 0.4430 -0.20 -0.24 -0.07
C -1.8747 0.7615 2.5361 0.22 -0.27 0.01
C 0.1215 6.4956 5.3018 0.02 -0.02 -0.02
C 1.7602 3.0676 1.2261 -0.16 -0.14 -0.37
C 0.3357 2.7766 1.7014 -0.02 -0.04 -0.03
C 5.3140 -1.6053 2.6983 -0.12 0.08 -0.16
C -4.6563 4.0776 1.3511 0.10 -0.16 0.06
C -6.7077 4.6346 -4.1855 0.03 -0.01 0.08
C -0.4926 0.7478 3.1924 -0.17 0.36 0.19
C 3.8540 1.8890 0.2934 0.02 0.30 -0.42
C 0.0108 0.6470 -5.0187 0.01 0.03 0.01
C -1.7953 -3.8114 -6.0258 -0.06 -0.06 -0.04
C -2.5964 -1.1978 1.3571 -0.04 -0.42 -0.12
C -3.7087 -0.6015 0.4840 0.53 0.27 -0.10
C -6.1948 0.5546 -3.4261 -0.02 0.03 0.04
C 7.9032 -5.1698 -4.4968 -0.06 -0.05 0.00
H 2.1292 0.9472 1.1679 0.01 0.07 -0.13
H 3.4837 0.2321 -0.9748 0.12 0.07 -0.06
H 0.3474 -0.2306 -4.4862 0.03 -0.09 0.04
H 8.8526 -5.6727 -4.3701 0.00 0.01 0.00
H 4.3977 2.0845 1.2214 -0.02 -0.05 -0.07
H 4.0448 2.7514 -0.3610 0.01 -0.04 0.14
H 5.0930 0.4911 2.3355 -0.30 -0.02 0.04
H -0.5071 1.1921 5.3548 0.00 -0.04 -0.13
H -2.5737 -4.5386 -6.2157 -0.01 0.02 0.00
H 2.3858 3.3827 2.0695 -0.05 0.13 -0.12
H 6.2989 -1.3173 3.0792 -0.06 -0.13 -0.05
H 5.4453 -2.4619 2.0283 -0.02 0.01 0.14
H -4.2422 -1.3853 -0.0563 -0.06 0.06 0.11
H 1.3528 1.7427 3.2865 -0.12 0.09 0.14
H -2.8419 -2.2312 1.6144 0.03 0.16 0.13
H 1.7133 3.8703 0.4810 0.22 0.09 0.23
H 1.8475 1.6886 -0.4102 -0.02 -0.07 0.14
H -7.1522 5.4958 -4.6664 0.00 -0.01 0.00
H -6.6517 1.3636 -3.9795 -0.10 -0.12 0.00
H 0.6165 7.3824 4.9286 0.00 -0.01 0.00
H 5.0811 0.9005 -1.1906 -0.04 -0.06 0.06
H 0.0125 2.7346 3.8389 -0.05 -0.05 -0.06
H 4.4709 -1.4553 0.0947 0.16 0.03 -0.01
H 2.2204 -8.5164 -2.5087 0.02 0.01 0.00
H -0.1515 2.1953 0.9112 -0.01 -0.01 0.10
H -1.5626 -0.1763 4.9012 0.10 -0.02 -0.20
H -3.2835 0.0664 -0.2728 -0.11 -0.03 0.08
H -1.8060 1.1352 1.5136 -0.03 -0.10 -0.04
H -0.2289 3.7067 1.7836 -0.06 -0.01 0.05
H -5.1847 4.8358 0.7879 0.03 0.00 -0.02
H 3.5806 -0.4413 2.1502 0.22 0.15 -0.07
H -4.3986 -0.0076 1.0869 -0.09 -0.27 -0.01
H 4.6946 -1.9205 3.5390 0.19 0.01 -0.14
H -1.6430 -1.2406 0.8129 -0.08 0.11 0.06
H -2.5201 1.4545 3.0940 0.10 0.00 -0.04
H 2.5357 -3.6663 -3.6916 -0.08 -0.09 -0.04
H 5.0187 -2.2375 8.1530 0.01 0.00 0.00
H -11.5346 0.6733 -0.5937 -0.01 0.01 0.00
H 5.9962 -0.6241 0.2738 -0.06 0.11 0.06

75
Properties=species:S:1:pos:R:3:forces:R:3 method="wB97M-V/def2-TZVPD" homo_lumo_gap_ev=6.99 smiles="C[C@H](F)Cc1ccc2c(c1P(C)C)C(=O)NC2=O.CCOC(C)=O.CCOC(C)=O.CCOC(C)=O" homo_energy_ev=-7.400 lumo_ev=-0.4103
P 1.3071 -1.6912 0.1918 0.96 -0.31 -1.79
F 5.6037 -0.5304 -0.7288 -1.32 1.26 0.42
O 1.9279 4.2235 -3.2816 0.19 1.01 0.04
O 2.2634 6.1886 -2.3151 0.40 -0.33 0.32
O -1.9626 -4.4166 -3.7872 0.26 0.39 -0.30
O -2.4740 3.6154 1.3700 3.27 -3.03 0.62
O -0.1837 -4.2552 -2.4769 -0.70 -0.45 -0.97
O -1.8963 -0.6541 1.7147 2.44 4.12 -0.28
O -3.2559 -3.6947 5.8388 -0.40 -0.43 0.15
O -2.4896 -4.1603 7.8647 -0.29 0.32 -0.73
N -1.5112 1.6477 2.4694 -3.21 0.07 -2.10
C 1.8769 5.4308 -3.3574 -0.36 -0.51 -0.32
C 5.0979 1.7949 0.0629 0.62 -0.28 -0.01
C 4.5336 0.3452 -0.3088 -0.56 0.52 0.24
C -2.6760 -3.3367 6.9982 0.40 -0.28 0.48
C -2.5434 -2.4012 3.9031 -0.07 -0.10 0.18
C -2.1834 -1.9251 7.1622 -0.38 0.51 0.22
C -1.3218 -6.3242 -2.3790 0.23 -0.52 -0.30
C 1.1131 0.1800 0.0510 -1.53 4.00 0.84
C -0.0641 0.9198 0.7337 1.60 2.02 -1.74
C -2.9576 -5.1788 -4.4850 -0.22 -0.15 0.09
C -0.3119 -2.6100 -0.1389 -1.22 -0.11 1.74
C 1.8957 2.6488 -0.8909 -2.23 -1.96 2.06
C 2.4155 7.6152 -2.3610 -0.17 0.28 -0.03
C -1.0932 -4.9326 -2.9008 0.37 0.09 0.47
C -1.5742 2.7560 1.4655 0.63 1.02 -0.75
C -0.2698 2.4575 0.6057 1.72 -1.33 -1.41
C 2.1117 1.0937 -0.7593 -2.22 0.82 0.91
C 0.6709 3.3644 -0.2115 0.62 -4.40 0.52
C 3.3767 0.3842 -1.4526 0.27 0.97 1.64
C 2.1268 -2.2169 1.8137 0.42 -0.36 1.17
C -3.6854 -2.7705 4.8271 0.29 0.14 -0.17
C 1.2990 6.1002 -4.5730 0.37 0.22 -0.47
C -4.2136 -5.3285 -3.6513 -0.04 -0.01 0.22
C -1.2612 0.4195 1.6565 0.37 -0.69 -0.36
C 1.0937 8.3127 -2.1130 -0.21 -0.07 -0.05
H -0.3509 -6.7864 -2.1926 -0.09 0.21 0.18
H -4.9859 -5.8617 -4.2101 0.05 0.04 0.02
H 3.1512 -0.6927 -1.7458 0.13 1.57 0.27
H 2.0667 -1.4545 2.6611 0.07 -0.93 -1.14
H 2.6480 3.2637 -1.5013 -1.46 -1.18 1.14
H -4.4599 -3.2842 4.2525 0.09 -0.14 0.25
H 6.0231 1.6806 0.7455 -1.59 0.10 -0.95
H -4.0198 -5.8730 -2.7250 -0.01 -0.06 -0.10
H 1.2274 9.3964 -2.0944 0.01 -0.07 0.01
H 3.7506 1.0472 -2.3005 -0.56 -1.06 0.95
H -2.5037 1.6584 2.7961 0.94 -0.56 0.32
H -3.1936 -4.6169 -5.3917 0.24 0.10 0.17
H -2.1109 -3.3000 3.4553 -0.13 0.03 0.00
H 0.3589 8.0687 -2.8829 0.08 0.08 -0.02
H 3.2366 -2.4300 1.5704 -1.80 0.53 0.38
H -1.8801 -6.2675 -1.4425 0.03 0.00 -0.07
H -1.8419 -6.9769 -3.0768 -0.19 0.06 0.10
H 3.1135 7.8745 -1.5615 -0.04 -0.30 -0.06
H -2.7403 -1.1934 6.5808 0.16 -0.03 -0.17
H 5.4570 2.3958 -0.8464 -0.68 -1.01 1.12
H 0.4850 4.4825 -0.2658 0.40 -1.71 -0.04
H -4.1649 -1.8949 5.2744 0.13 -0.05 0.05
H 0.6685 7.9936 -1.1581 0.13 0.07 -0.03
H -1.0781 -1.9817 -0.7324 1.51 -1.03 0.76
H -2.5547 -6.1402 -4.8159 0.01 0.06 0.14
H -0.0753 -3.6137 -0.6442 -0.21 2.00 0.76
H 2.8887 7.9293 -3.2954 -0.12 -0.11 0.01
H 0.2111 6.1197 -4.4869 0.08 0.00 0.00
H -4.5997 -4.3467 -3.3658 0.03 -0.06 -0.13
H 1.7229 -3.2127 2.2399 0.32 1.59 -0.92
H 4.2923 2.4017 0.6065 1.17 -0.98 -0.77
H -2.8896 -1.7445 3.1074 0.00 -0.18 0.20
H 4.0885 -0.0970 0.6606 0.73 0.42 -1.58
H -1.1267 -1.8818 6.8924 -0.09 0.00 0.01
H -0.8136 -2.8251 0.8796 0.58 0.31 -1.58
H -1.7372 -1.8971 4.4406 -0.08 0.09 -0.03
H -2.3005 -1.6386 8.2087 0.21 -0.20 -0.06
H 1.6717 7.1085 -4.7401 -0.17 0.07 0.12
H 1.5807 5.5195 -5.4530 -0.20 -0.12 0.19

89
Properties=species:S:1:pos:R:3:forces:R:3 method="wB97M-V/def2-TZVPD" homo_lumo_gap_ev="7.79 / 5.89" e_above_lowest_ev=0.5244 homo_energy_ev="-8.517 / -8.647" spin_multiplicity=2 lumo_ev="-0.7273 / -2.7566"
Ta -0.2041 0.1864 0.4851 0.12 0.57 -0.53
Br -6.7408 5.1211 -0.5249 0.00 0.00 0.00
As 0.3113 -3.1032 4.2218 -0.12 0.09 0.05
S -1.1055 -3.0445 -0.1520 0.07 -0.02 0.10
Si 3.0595 -0.7152 1.4914 0.01 0.08 0.01
Si -1.7011 -0.7059 -2.6853 -0.01 -0.03 0.02
F -1.3765 -2.8730 3.8373 0.07 -0.06 -0.03
F 0.2871 -4.5574 3.2502 0.01 -0.07 -0.02
F -0.0942 -3.9792 5.6357 0.01 -0.01 -0.01
F 2.0044 -3.3092 4.5091 0.00 -0.01 -0.02
F 0.3181 -1.5914 5.0632 0.01 -0.01 0.03
F 0.7203 -2.2259 2.7375 -0.08 -0.18 -0.11
O -1.0191 -1.7356 0.6589 -0.06 -0.09 0.08
O -1.4716 1.4413 -0.3827 -0.07 -0.01 0.07
O -2.1134 2.7718 1.3180 -0.04 -0.02 0.00
O 0.6643 1.6849 1.3807 0.14 0.16 -0.02
N 2.4413 2.3063 -0.9677 0.02 0.01 -0.03
N -0.2643 -0.6551 -1.5975 -0.02 -0.11 0.03
N -3.7905 3.6937 -2.9951 0.01 0.00 0.00
N -0.1101 4.4672 -0.8543 0.04 -0.09 -0.05
N 0.8586 6.0580 3.1552 -0.03 -0.08 0.12
N 0.8181 2.5996 3.4307 0.01 0.01 0.00
N 1.2129 1.7876 -1.4802 -0.06 0.11 0.24
N 1.7401 -0.6345 0.2291 0.03 -0.16 0.11
C 0.6945 2.7749 2.1112 -0.08 -0.12 0.12
C -3.1561 3.0863 -0.7718 -0.01 0.02 0.01
C 2.5376 -0.1164 3.1725 -0.02 0.00 -0.04
C 1.2692 -1.3141 -3.3769 0.00 0.00 0.00
C 3.5558 -1.7537 -2.7858 0.00 0.00 0.00
C 2.0310 -1.0149 -1.0369 -0.03 -0.02 -0.02
C 3.3158 -1.4302 -1.4809 0.04 -0.01 0.01
C -2.1487 -4.0354 0.8933 -0.02 0.04 0.01
C -1.4293 0.1218 2.2795 0.09 0.00 -0.01
C 2.5257 -1.6765 -3.7514 0.00 -0.01 0.01
C -4.2867 3.6990 -0.2488 0.01 -0.01 -0.02
C 4.4384 0.4805 1.0351 -0.02 -0.01 0.03
C 0.2452 4.2699 0.2260 0.06 0.07 -0.01
C 0.6228 4.0500 1.5660 -0.02 -0.08 0.12
C -2.1968 2.4398 0.1660 -0.04 -0.04 0.01
C -1.4728 0.5868 -4.0238 -0.03 0.00 -0.01
C -4.8884 4.2535 -2.4985 -0.01 0.00 0.00
C -2.9449 3.1285 -2.1408 0.00 0.00 -0.01
C 0.4415 -3.8870 0.1120 0.05 0.01 0.03
C 3.6729 -2.4782 1.5834 -0.02 -0.02 -0.01
C -5.1654 4.2836 -1.1379 0.00 0.00 0.00
C -1.9161 -2.3643 -3.5441 0.00 0.01 0.02
C 0.7381 5.1609 2.4417 0.05 0.16 -0.21
C -3.2538 -0.4865 -1.6640 -0.01 0.02 -0.03
C 0.9533 -1.0009 -2.0191 -0.03 -0.02 -0.01
H -1.3562 -0.8287 2.8021 0.05 0.02 0.01
H -2.1994 -5.0320 0.4543 0.01 0.00 0.02
H 1.3192 1.4612 -2.4384 -0.04 -0.04 0.01
H 1.5022 -0.3154 3.4383 0.03 0.06 -0.01
H 1.2112 -3.3548 -0.4419 0.00 -0.01 -0.02
H -3.6313 0.5344 -1.7093 0.01 -0.02 0.00
H -1.0704 0.1319 -4.9314 -0.01 0.01 -0.01
H -2.0432 2.7043 -2.5557 0.02 -0.02 -0.02
H -1.7357 -4.0512 1.8999 0.02 -0.01 0.05
H 3.6901 -3.0035 0.6278 -0.01 -0.01 0.06
H -4.0275 -1.1478 -2.0615 0.00 0.00 -0.01
H 3.0540 -3.0445 2.2784 -0.02 0.00 0.04
H 4.6928 -2.4787 1.9778 0.00 0.00 0.00
H -1.0666 -2.7247 -4.1212 0.04 0.01 0.01
H -3.1150 -0.7337 -0.6103 0.00 -0.03 0.00
H 2.7761 0.9405 3.2864 0.06 -0.03 -0.01
H 0.5545 2.5610 -1.4913 0.00 0.05 -0.02
H 4.1281 -1.4927 -0.7760 0.01 0.06 -0.02
H 2.7398 -1.8995 -4.7880 0.00 0.00 0.00
H 0.3237 -4.8904 -0.2985 -0.01 -0.01 0.00
H 4.9189 0.3702 0.0641 0.00 -0.04 -0.04
H 4.0774 1.5077 1.1288 0.00 -0.01 -0.01
H 3.0479 1.5221 -0.7643 -0.02 0.02 -0.01
H 4.5501 -2.0577 -3.0850 0.00 0.00 0.00
H 3.1386 -0.6801 3.8923 -0.02 0.00 0.02
H 2.9038 2.9015 -1.6474 -0.01 0.00 -0.01
H -2.7492 -2.2283 -4.2419 0.01 0.00 -0.01
H -2.4616 0.2340 1.9274 -0.01 -0.08 0.01
H -2.4268 1.0481 -4.2884 0.00 0.01 0.01
H -3.1349 -3.5752 0.8863 0.00 0.00 0.00
H -1.2384 0.9458 2.9630 -0.04 0.04 -0.03
H -0.7902 1.3842 -3.7273 0.00 0.02 0.01
H -2.2095 -3.1487 -2.8471 -0.01 0.00 0.00
H -4.4588 3.7076 0.8188 0.00 0.00 0.00
H 0.6624 -3.9152 1.1788 -0.03 0.00 -0.05
H 5.2138 0.3519 1.7970 0.01 0.00 -0.01
H 0.4956 -1.2323 -4.1239 -0.02 -0.01 -0.01
H -5.5766 4.7021 -3.2049 0.00 0.00 0.00
H 0.7808 3.3903 4.0522 0.00 0.00 0.00
H 0.8823 1.6714 3.8097 -0.02 -0.01 0.00